No. 1
ORCA calculation (ωB97M-V with the def2-TZVPD basis set) on a cluster of 2 separate species, C18H34IN4O2P2 in total.

Each line ends with the Mulliken charge.
Atoms and positions in Å:
C 1.3499 4.8667 -1.9213  -1.13
C 1.5452 4.0083 -3.1679  -0.56
C 0.3695 3.0548 -3.3979  -0.93
C 0.3446 1.8770 -2.4135  0.48
C -0.6349 0.8094 -2.8896  -1.51
C -1.0034 -0.3311 -1.8744  -0.44
C -0.3484 -0.1765 -0.5444  0.50
C 1.0016 -0.4836 -0.4452  -1.19
N 1.7224 -1.0314 -1.5301  0.18
C 1.6402 -2.4917 -1.7091  -0.29
C 2.0811 -3.3151 -0.5100  -1.24
C 1.6757 -0.2085 0.7270  0.98
P 3.4901 -0.3016 0.8767  0.60
N 4.2636 0.8298 0.1370  -0.72
C 0.9653 0.2825 1.8164  -0.52
C -0.3818 0.4892 1.7439  0.07
P -1.2280 1.2032 3.2783  0.01
O -0.0706 0.8697 4.3370  -0.49
O -2.3265 0.0229 3.5683  -0.40
N -1.0185 0.2742 0.5505  0.54
C -2.4751 0.5485 0.5169  -1.77
I -2.9881 2.2467 -0.6823  0.23
C -3.3507 -0.6827 0.2069  -0.12
C -4.5358 -0.7766 1.1654  -1.41
H 2.2279 5.4785 -1.7200  0.37
H 1.1942 4.2500 -1.0329  0.24
H 0.4808 5.5160 -2.0283  0.32
H 1.6315 4.6553 -4.0394  0.36
H 2.4532 3.4125 -3.0542  0.33
H 0.3418 2.6884 -4.4252  0.47
H -0.5567 3.6186 -3.2375  0.29
H 1.3670 1.4908 -2.3631  0.27
H 0.0476 2.2674 -1.4392  0.05
H -1.5658 1.3209 -3.1325  0.46
H -0.2910 0.3574 -3.8196  0.36
H -0.6543 -1.2686 -2.3037  0.17
H -2.0794 -0.4107 -1.8163  -0.05
H 1.4787 -0.5696 -2.3953  0.32
H 2.3048 -2.7286 -2.5391  0.51
H 0.6405 -2.8235 -2.0118  0.30
H 3.1652 -3.3667 -0.4329  0.24
H 1.7410 -4.3387 -0.6717  0.45
H 1.6390 -2.9859 0.4306  0.27
H 3.8922 -1.5915 0.5165  -0.02
H 3.6135 -0.3049 2.2780  0.06
H 3.6739 1.4761 -0.3703  0.29
H 1.4749 0.5077 2.7402  0.74
H 0.0612 -0.0939 4.4656  0.49
H -1.9778 -0.8689 3.4402  0.28
H -2.7499 0.9105 1.4943  0.84
H -3.7616 -0.5805 -0.7959  0.40
H -2.7322 -1.5814 0.2005  0.31
H -5.3230 -1.3894 0.7319  0.43
H -4.2651 -1.1649 2.1429  0.31
H -4.9687 0.2158 1.3045  0.36
C -0.6905 -4.4178 4.5116  -0.91
C -0.1967 -3.0521 4.4318  0.42
N 0.2337 -1.9886 4.3843  -0.49
H -0.7062 -4.8646 3.5194  0.29
H -0.0367 -5.0015 5.1568  0.32
H -1.6964 -4.4225 4.9277  0.30

Calculated values
Gap between HOMO and LUMO: 7.21 eV
Charge: +1
LUMO level: -4.205 eV



No. 2
ORCA calculation (ωB97M-V with the def2-TZVPD basis set) on a cluster of 2 separate species, C7H16O2 in total.

Each line ends with the Mulliken charge.
Atoms and positions in Å:
C -2.3195 -1.1802 -0.8392  -1.56
C -1.5410 -0.1258 0.0601  1.72
C -0.8741 -1.0045 1.1356  -1.33
C -2.6130 0.9370 0.7013  -1.16
C -0.5367 0.5522 -0.9938  -1.70
H -1.5995 -1.9349 -1.1333  0.40
H -3.2339 -1.7374 -0.4303  0.34
H -2.7039 -0.6999 -1.7753  0.38
H -0.7786 -0.4033 2.2046  0.30
H -1.4601 -1.9922 1.5267  0.27
H 0.1123 -1.3884 0.7264  0.26
H -1.9093 1.8692 0.8488  0.32
H -3.0634 0.5680 1.8562  0.25
H -3.4450 1.3228 -0.0658  0.27
H -1.0488 0.9681 -1.8814  0.35
H -0.1081 1.4417 -0.5411  0.33
H 0.2965 0.0647 -1.3132  0.56
C 3.1606 1.3072 -0.0266  -0.90
C 3.2679 -0.2126 -0.0631  0.68
O 2.5060 -0.7934 -0.8642  -0.56
O 4.3051 -0.7882 0.6026  -0.45
H 2.3219 1.5785 -0.7207  0.24
H 2.7501 1.5052 0.9117  0.31
H 4.1616 1.8257 -0.0640  0.32
H 4.3530 -1.6795 0.1377  0.37

Calculated values
Gap between HOMO and LUMO: 10.95 eV
Structure (SMILES): CC(C)(C)C.CC(=O)O
Energy relative to the best compared isomer or geometry (same formula, charge and spin): 2.859 eV
Charge: 0
LUMO level: 0.595 eV



No. 3
ORCA calculation (ωB97M-V with the def2-TZVPD basis set) on the molecule C12H12ClN3O.

Each line ends with the Mulliken charge.
Atoms and positions in Å:
Cl 2.1693 2.4469 -0.1695  -0.21
C 2.9606 0.9187 -0.0478  0.41
C 4.2939 0.9004 0.3341  -0.53
C 4.9680 -0.3012 0.4469  -0.35
C 4.3128 -1.4947 0.1792  -0.67
C 2.9880 -1.4806 -0.2009  -0.44
C 2.2890 -0.2752 -0.3218  -0.08
C 0.9032 -0.3502 -0.7275  0.74
N 0.2537 -1.4540 -0.9660  -0.29
N -0.9947 -1.1130 -1.3166  -0.58
C -1.0645 0.1804 -1.2811  0.90
C -2.2660 1.0253 -1.5473  -0.93
N -3.4461 0.5977 -0.8204  -0.37
C -3.3355 0.7265 0.6033  -0.15
C -4.1983 -0.1073 1.4929  -0.62
C -2.7130 -0.3365 1.4709  -0.46
O 0.1090 0.7289 -0.9110  -0.26
H 4.7942 1.8335 0.5408  0.43
H 6.0054 -0.3041 0.7443  0.38
H 4.8378 -2.4330 0.2675  0.38
H 2.4526 -2.3915 -0.4157  0.49
H -2.0314 2.0570 -1.2709  0.30
H -2.4991 0.9909 -2.6164  0.32
H -3.6668 -0.3626 -1.0663  0.33
H -3.1711 1.7609 0.8873  0.29
H -4.8292 -0.8508 1.0306  0.22
H -4.6390 0.3560 2.3618  0.23
H -2.3538 -1.2357 0.9926  0.27
H -2.1293 -0.0326 2.3267  0.25

Calculated values
Gap between HOMO and LUMO: 9.04 eV
Structure (SMILES): Clc1ccccc1-c1nnc(CNC2CC2)o1
Charge: 0
LUMO level: 0.256 eV



No. 4
ORCA calculation (ωB97M-V with the def2-TZVPD basis set) on a structure of composition C26H26BeN6O2S2.

Each line ends with the Mulliken charge.
Atoms and positions in Å:
Be 0.2923 -1.3113 0.8527  -0.76
C -1.1594 3.5306 3.9087  -0.79
C 0.2453 3.1934 3.4132  -0.35
N 0.7615 1.9297 3.9217  -0.20
C 0.3029 0.7137 3.5120  0.27
S 0.7990 -0.7050 4.3635  -0.53
N -0.5708 0.7464 2.5243  -1.15
N -0.7517 -0.4469 1.9137  0.95
C -1.9243 -0.9584 1.8110  0.79
C -3.1717 -0.2961 2.2722  -1.60
C -1.8953 -2.3371 1.2739  0.73
C -2.9923 -3.1745 1.2009  -0.93
C -2.8147 -4.4635 0.7343  -0.47
C -1.5512 -4.8889 0.3464  -0.88
C -0.5024 -4.0001 0.4498  0.16
N -0.6659 -2.7662 0.9243  0.30
H -1.4466 4.5392 3.5956  0.38
H -1.2057 3.4781 4.9992  0.27
H -1.8774 2.8190 3.4982  0.05
H 0.9466 3.9705 3.7161  0.43
H 0.2466 3.1408 2.3245  0.14
H 1.1864 1.9160 4.8294  0.24
H -2.9762 0.7658 2.3951  0.20
H -3.4970 -0.7016 3.2346  0.31
H -3.9661 -0.4411 1.5361  0.47
H -3.9677 -2.8068 1.4878  0.45
H -3.6597 -5.1365 0.6658  0.43
H -1.3825 -5.8920 -0.0195  0.42
H 0.5042 -4.2708 0.1502  0.47
C -1.4744 4.4845 -4.5229  -1.50
C -1.1665 3.1163 -3.9701  0.95
C -0.3621 2.9744 -2.8408  -0.80
C -0.1808 1.7360 -2.2440  -0.31
C -0.7938 0.6192 -2.8012  0.21
C -1.5515 0.7285 -3.9599  -0.62
C -1.7292 1.9748 -4.5381  -0.74
S -0.9022 -0.8927 -1.8886  1.18
O -2.1523 -0.8047 -1.1754  -0.60
O -0.7238 -2.0031 -2.7878  -0.73
N 0.3015 -0.8035 -0.8098  0.99
C 1.6285 -0.9345 -1.2908  0.22
C 2.1138 -0.8531 -2.5809  -0.59
C 3.5014 -0.9532 -2.8293  -1.04
C 4.4098 -1.1029 -1.8227  -0.90
C 3.9488 -1.2059 -0.4914  0.59
C 4.7851 -1.3577 0.6370  -0.54
C 4.2366 -1.4756 1.8813  -1.11
C 2.8405 -1.4822 2.0323  0.23
N 2.0267 -1.3309 1.0055  0.31
C 2.5675 -1.1616 -0.2493  -0.09
H -0.6238 5.1581 -4.4183  0.37
H -2.3089 4.9241 -3.9726  0.29
H -1.7611 4.4367 -5.5730  0.38
H 0.1138 3.8515 -2.4132  0.38
H 0.4254 1.6284 -1.3528  0.39
H -1.9914 -0.1638 -4.3933  0.44
H -2.3287 2.0690 -5.4382  0.34
H 1.4363 -0.7322 -3.4124  0.53
H 3.8470 -0.9003 -3.8557  0.40
H 5.4732 -1.1546 -2.0277  0.40
H 5.8612 -1.3694 0.5024  0.44
H 4.8573 -1.5741 2.7610  0.40
H 2.3701 -1.5924 3.0052  0.36

Calculated values
Gap between HOMO and LUMO: 6.87 eV
Energy relative to the best compared isomer or geometry (same formula, charge and spin): 0.000 eV
Charge: 0
LUMO level: -0.288 eV



What strongest force on any atom values result from the calculations? In sequence: 1.20; 4.39; 1.55; 0.81 eV Å⁻¹.